DFT (ωB97M-V/def2-TZVPD) results for 2 unconnected molecules or ions with the total composition C2H5FSi.

Atoms and positions in Å:
Si1 -1.80356 0.51331 -0.06070
H1 1.07662 -1.98414 0.19211
C1 1.45956 -1.01976 0.06311
H2 -2.37545 -0.66431 0.52101
C2 0.85152 0.07769 -0.21624
H3 -1.16541 1.60390 0.74537
F1 1.64921 1.21559 -0.13404
H4 2.58328 -0.86119 0.36879
H5 -2.27577 1.11891 -1.47940

Atomic partial charges in e from the natural (NBO) method, atoms 1 to 2: number 1, Si, carries 0.72; number 2, H, carries 0.21

---

DFT (ωB97M-V/def2-TZVPD) results for a single C5H8O molecule.

Atoms and positions in Å:
C1 -0.13917 -1.72906 -0.06200
C2 -1.54340 1.73561 0.23776
O1 1.25771 -1.60050 -0.21303
H1 2.61858 -0.27801 0.61042
H2 -0.57912 -2.21948 -0.93850
H3 -2.00161 1.36613 1.16243
C3 1.89025 -0.30260 -0.21114
H4 -0.61715 -0.75226 0.02430
H5 -0.38724 -2.28316 0.85175
H6 -1.48553 2.82430 0.27863
H7 -2.18834 1.44493 -0.59967
H8 2.44550 -0.19532 -1.15273
C4 0.92506 0.78002 -0.06219
C5 -0.19553 1.20939 0.07398

Properties
- SMILES string = CC#CCOC

Atomic partial charges in e from the natural (NBO) method, atoms 1 to 2: number 1, C, carries -0.25; number 2, C, carries -0.69

---

DFT (ωB97M-V/def2-TZVPD) results for 2 unconnected molecules or ions with the total composition C6H12O.

Atoms and positions in Å:
C1 1.28099 -0.69662 -1.10003
H1 -3.38556 -1.11451 -1.19666
H2 0.49114 2.04273 -0.45441
C2 -1.27672 -0.60780 -1.27303
H3 1.90654 -0.70550 -0.17149
H4 1.22879 -1.66614 -1.66416
H5 1.33780 0.90351 1.63337
H6 -2.33081 -1.66702 0.20976
H7 1.62888 0.07865 -1.76314
O1 0.50726 2.90525 -0.00243
H8 -0.97356 -0.30602 -2.29678
C3 -2.33460 -1.03923 -0.68359
H9 -1.00822 -0.79645 1.31275
C4 -0.05839 -0.45754 0.96019
H10 0.37311 3.61338 -0.65401
H11 0.37544 0.50325 2.97320
C5 -0.03383 -0.38477 -0.39241
H12 1.42248 -0.67511 2.55325
C6 0.84926 0.06995 2.00961

Properties
- SMILES string = C=C/C(C)=C/C.O

Atomic partial charges in e from the natural (NBO) method, atoms 1 to 2: number 1, C, carries -0.66; number 2, H, carries 0.19

---

In the order shown, the computed frontier orbital gap values come out to 8.8 10.3 9.1 eV.
In the order shown, the computed energy above the lowest of the compared OMol25 structures with the same formula, charge and spin values come out to 113.7 69.8 78.9 kcal per mole.
In the order shown, the computed molar mass values come out to 76.1 84.1 100.2 g mol⁻¹.